Record 1
6 unconnected molecules or ions with the total composition C32H65INO5, computed with wB97M-V/def2-TZVPD.

```
104
Properties=species:S:1:pos:R:3
C -5.95009 -4.06191 -1.22789
C -5.67493 -3.73925 -2.69833
N -6.61437 -3.20065 -3.36424
C -4.31194 -4.14071 -3.23941
C -3.80806 -3.21264 -4.35136
I -2.16192 -4.37481 -5.30848
C -3.22242 -1.89473 -3.77192
C -2.38967 -1.98469 -2.49797
C -1.13114 -2.54043 -2.40483
C -0.41471 -2.57883 -1.23184
C -0.93892 -2.03864 -0.08307
C -2.18891 -1.45940 -0.15916
C -2.92026 -1.43351 -1.32266
C -4.28097 -0.76201 -1.26968
H -6.76467 -3.41720 -0.88859
H -6.34180 -5.09027 -1.22187
H -5.05119 -4.01450 -0.60952
H -6.26261 -3.08625 -4.32527
H -4.42947 -5.14091 -3.68426
H -3.62863 -4.28512 -2.37768
H -2.56706 -1.47928 -4.55100
H -4.05073 -1.18810 -3.67067
H -0.65116 -2.95455 -3.28572
H 0.57051 -3.03816 -1.23122
H -0.35678 -2.05698 0.83449
H -2.58493 -1.00591 0.75016
H -4.30311 0.12996 -1.90898
H -4.51773 -0.43781 -0.25112
H -5.04775 -1.46339 -1.61428
C 4.29514 -1.79863 2.44368
C 2.86605 -2.24756 2.19062
O 2.66338 -2.80304 0.90580
C 3.40593 -3.96713 0.60299
C 3.10274 -5.14142 1.51880
H 4.63563 -1.13205 1.65004
H 4.36664 -1.27463 3.39778
H 4.98274 -2.64649 2.47745
H 2.20419 -1.38217 2.24964
H 2.53556 -2.94818 2.96688
H 4.47992 -3.74584 0.59499
H 3.13550 -4.23515 -0.41925
H 3.43618 -4.95166 2.54138
H 3.61067 -6.03964 1.16402
H 2.02900 -5.33262 1.55245
C 8.53606 -3.08333 5.96463
C 7.10773 -3.53212 5.70326
O 6.91251 -4.08669 4.41680
C 7.65549 -5.25277 4.11672
C 7.34462 -6.42778 5.02886
H 8.87903 -2.41702 5.17159
H 8.59980 -2.55924 6.91918
H 9.22483 -3.92948 6.00290
H 6.44707 -2.66608 5.75760
H 6.77206 -4.23199 6.47712
H 8.72942 -5.03315 4.11515
H 7.39094 -5.51881 3.09259
H 7.67146 -6.24097 6.05362
H 7.85300 -7.32605 4.67615
H 6.27053 -6.61749 5.05609
C -5.23568 4.56729 -3.89333
C -4.15613 3.68909 -4.50377
O -4.46914 2.31138 -4.49020
C -5.62041 1.91866 -5.21313
C -5.53966 2.21891 -6.70043
H -5.49787 4.21399 -2.89581
H -4.89276 5.59952 -3.82150
H -6.14812 4.55934 -4.49392
H -3.24090 3.79323 -3.91937
H -3.91712 4.01808 -5.52248
H -6.52032 2.36434 -4.77269
H -5.70640 0.84072 -5.07301
H -5.53745 3.29384 -6.89653
H -6.39579 1.78717 -7.22040
H -4.62358 1.80517 -7.12438
C 8.21386 2.38608 2.95073
C 7.20311 1.66069 2.07731
O 5.93103 1.51794 2.67836
C 5.24982 2.71661 2.99758
C 4.94440 3.58657 1.78990
H 8.27304 1.92025 3.93581
H 9.20139 2.36136 2.48791
H 7.94190 3.43285 3.09886
H 7.55863 0.64700 1.88820
H 7.11252 2.14858 1.10033
H 5.80381 3.28187 3.75636
H 4.31107 2.41093 3.46114
H 5.85499 3.98790 1.34078
H 4.31678 4.43020 2.07968
H 4.42696 3.00879 1.02288
C -7.29315 6.39640 -0.17214
C -5.85538 5.93256 -0.33503
O -5.11164 6.70176 -1.26300
C -4.95461 8.07254 -0.95486
C -4.21473 8.32621 0.34831
H -7.78658 6.46191 -1.14315
H -7.84610 5.69996 0.45914
H -7.34957 7.38330 0.29186
H -5.85221 4.91355 -0.72157
H -5.34378 5.90163 0.63335
H -5.92649 8.57981 -0.95675
H -4.37955 8.49891 -1.77819
H -4.79264 7.99224 1.21191
H -4.01837 9.39234 0.47148
H -3.26559 7.78836 0.36055
```

HOMO energy in eV: -2.42
Multiplicity: 1
Energy relative to the best compared isomer or geometry (same formula, charge and spin) in eV: 0.178
DFT total energy in hartree: -1986.8073
Orbital gap in eV: 4.29
Net charge: -1

Record 2
3 unconnected molecules or ions with the total composition C32H65N4O3S3, computed with wB97M-V/def2-TZVPD.

```
107
Properties=species:S:1:pos:R:3
C 3.86583 2.88937 1.40311
C 2.84506 3.39680 0.37148
N 1.45770 2.91757 0.49915
C 1.31144 1.48173 0.64343
C 2.02312 0.72779 -0.46479
S 2.26435 -1.02765 -0.08336
C 1.00433 -1.53694 1.09603
C 0.01866 -2.48648 0.43397
C -0.95496 -1.68781 -0.43543
S -2.16398 -1.00878 0.71436
C -2.97627 0.28392 -0.24873
S -4.26300 -0.10913 -1.12698
N -2.43188 1.59303 -0.11622
C -3.28503 2.39168 0.80254
C -3.39372 1.77661 2.20448
C -2.35198 2.29476 -1.40489
C -1.36769 1.64200 -2.38282
C 0.75479 3.55970 1.58091
C -0.66786 3.98538 1.30524
O 1.27679 3.74527 2.67991
H 4.25497 3.73217 1.96472
H 3.44490 2.21631 2.13961
H 4.72803 2.42537 0.93178
H 3.18257 3.14362 -0.62786
H 2.79523 4.47888 0.39460
H 0.24523 1.25180 0.57259
H 1.62187 1.13262 1.63501
H 1.43258 0.72948 -1.37472
H 3.01453 1.09227 -0.71041
H 3.41436 -1.02534 0.60869
H 0.47382 -0.69211 1.52190
H 1.50827 -2.04243 1.91556
H 0.51691 -3.26251 -0.13708
H -0.51473 -2.95855 1.25942
H -1.41566 -2.33050 -1.17551
H -0.42772 -0.86636 -0.91631
H -4.26713 2.48886 0.33963
H -2.81966 3.36656 0.88894
H -4.40440 1.42613 2.38455
H -2.68658 0.97153 2.35311
H -3.20892 2.54847 2.94417
H -2.03415 3.30910 -1.18601
H -3.32547 2.37832 -1.88831
H -1.89549 1.17030 -3.20323
H -0.76960 0.89142 -1.87582
H -0.69739 2.39366 -2.78540
H -0.77474 4.98246 1.71710
H -0.90718 3.95748 0.25179
H -1.31535 3.33669 1.88953
C 1.95709 2.87152 -5.87945
C 3.01674 2.62397 -4.79076
C 4.36323 3.20274 -5.22534
C 5.02260 2.39934 -6.34343
C 5.15815 0.93092 -5.94639
C 3.84353 0.29558 -5.48955
N 3.15096 1.16504 -4.48524
O 3.64242 0.98070 -3.30188
C 2.93112 0.02540 -6.70125
C 4.12986 -1.06714 -4.86873
C 2.51592 3.35763 -3.55301
H 1.73756 3.93688 -5.93537
H 2.27028 2.57750 -6.87634
H 1.02754 2.35127 -5.64425
H 5.03869 3.23072 -4.36399
H 4.21826 4.23735 -5.54079
H 4.45394 2.49414 -7.27161
H 6.01086 2.81103 -6.55176
H 5.55273 0.35354 -6.78396
H 5.89422 0.85252 -5.13985
H 1.92181 -0.23301 -6.37875
H 3.31993 -0.81484 -7.27432
H 2.86679 0.85824 -7.39613
H 4.85164 -1.00730 -4.05641
H 4.54654 -1.72459 -5.62927
H 3.21587 -1.52582 -4.48680
H 1.58038 2.92497 -3.19034
H 2.32918 4.40032 -3.80308
H 3.24233 3.34020 -2.74334
C -5.21314 -4.71372 4.39575
C -3.71847 -4.84793 4.05267
C -2.97987 -5.54884 5.19345
C -2.83101 -4.67178 6.43689
C -2.16189 -3.34431 6.08347
C -2.85141 -2.60142 4.93788
N -3.10325 -3.51408 3.78007
O -2.04107 -3.63398 3.04818
C -4.16041 -1.95866 5.43441
C -1.97310 -1.45771 4.46368
C -3.65736 -5.70099 2.79121
H -5.67530 -5.69980 4.38960
H -5.40690 -4.29798 5.38045
H -5.72785 -4.09977 3.65589
H -1.98387 -5.84535 4.84904
H -3.50903 -6.46955 5.44426
H -3.80315 -4.49812 6.90452
H -2.22774 -5.19497 7.18026
H -2.13374 -2.69272 6.95893
H -1.12051 -3.54221 5.80833
H -4.76202 -1.60639 4.59545
H -3.93370 -1.09888 6.06416
H -4.77134 -2.62217 6.04025
H -0.98322 -1.80743 4.17145
H -1.83218 -0.72248 5.25509
H -2.42563 -0.95624 3.60808
H -4.13263 -5.19116 1.95208
H -4.18862 -6.63532 2.96442
H -2.63656 -5.94936 2.50810
```

HOMO energy (alpha / beta) in eV: -10.38 / -10.88
Multiplicity: 3
DFT total energy in hartree: -2897.1655
Orbital gap (alpha / beta) in eV: 7.45 / 7.95
Net charge: +1

Record 3
7 unconnected molecules or ions with the total composition C32H66BF6N9P, computed with wB97M-V/def2-TZVPD.

```
115
Properties=species:S:1:pos:R:3
B 0.35169 0.31249 0.12825
H 1.22143 -0.37423 -0.20598
H 0.72552 1.38816 0.34330
H -0.50852 0.41591 -0.65009
H -0.07724 -0.13635 1.11756
C 2.17053 -4.38164 -0.87115
C 2.32932 -2.92133 -1.25215
N 3.53445 -2.30857 -0.74089
C 4.84665 -2.37574 -1.18003
C 5.63441 -1.75601 -0.26882
N 4.81843 -1.14271 0.62222
C 3.55115 -1.42965 0.28755
C 5.19189 -0.43963 1.82863
H 1.90443 -4.53625 0.17817
H 3.02809 -5.03465 -1.02038
H 1.29215 -4.73534 -1.41443
H 1.50406 -2.33383 -0.84358
H 2.27863 -2.73621 -2.32692
H 5.11450 -2.92172 -2.06980
H 6.71044 -1.81377 -0.27881
H 2.70299 -1.08891 0.85640
H 4.27185 -0.15222 2.33645
H 5.67639 0.49854 1.56547
H 5.73527 -1.09497 2.50482
C -1.86068 3.54932 4.29467
C -0.44837 3.48356 3.73325
N 0.22821 2.31702 4.35475
C 0.53372 2.18772 5.69287
C 0.99419 0.90817 5.82890
N 1.01993 0.32044 4.58910
C 0.54461 1.20387 3.70216
C 1.34821 -1.06491 4.31698
H -2.57919 2.86233 3.84473
H -2.38101 4.50835 4.34235
H -1.85486 3.33343 5.36889
H 0.25411 4.28353 3.96242
H -0.55216 3.42018 2.65257
H 0.38695 2.99617 6.38628
H 1.20297 0.27654 6.67670
H 0.41811 1.08995 2.63596
H 0.52683 -1.72151 4.60497
H 2.19105 -1.33977 4.95034
H 1.61870 -1.18544 3.27217
C -2.19675 1.61048 -3.08356
C -1.54156 0.34721 -3.58349
N -2.29077 -0.24983 -4.69184
C -2.26819 0.21754 -5.98882
C -3.18852 -0.48673 -6.69608
N -3.78392 -1.38572 -5.83149
C -3.31947 -1.10214 -4.61444
C -4.92269 -2.22884 -6.08211
H -1.70356 2.14303 -2.27254
H -3.17352 1.40659 -2.63225
H -2.36535 2.36196 -3.85866
H -1.59048 -0.41107 -2.80175
H -0.51666 0.55814 -3.88096
H -1.62975 1.02924 -6.29090
H -3.43614 -0.46832 -7.74423
H -3.52070 -1.65866 -3.71256
H -5.86106 -1.73353 -6.32149
H -5.12890 -2.84197 -5.20325
H -4.69988 -2.97545 -6.84460
C 4.33809 1.29581 -2.43538
C 2.85048 1.06022 -2.19937
N 2.01602 2.15116 -2.69189
C 1.16400 2.95513 -1.98795
C 0.47127 3.67955 -2.92552
N 0.88929 3.30626 -4.15460
C 1.75566 2.28807 -4.00920
C 0.34981 3.80330 -5.41231
H 4.74576 2.02526 -1.73964
H 4.60177 1.52557 -3.47121
H 4.86924 0.34229 -2.35398
H 2.64245 0.97264 -1.13599
H 2.46556 0.21666 -2.77573
H 1.09277 2.99922 -0.91272
H -0.19080 4.50602 -2.72828
H 2.19901 1.69565 -4.79036
H 0.65995 3.30301 -6.32395
H 0.66330 4.84368 -5.53661
H -0.73310 3.92284 -5.37114
C -1.36256 -5.08756 2.48268
C -1.73073 -3.68197 2.96447
C -2.31313 -2.81474 1.82097
N -2.91860 -1.48036 2.17104
C -2.20933 -0.69842 3.24881
C -3.08721 -0.64441 0.88645
C -4.60083 -0.49859 0.78412
C -5.17850 -1.68725 1.48264
C -4.35106 -1.69843 2.74628
H -2.13585 -5.46175 1.80812
H -1.31043 -5.66289 3.40316
H -0.45947 -5.19573 1.88288
H -0.92298 -3.13918 3.46213
H -2.45717 -3.76627 3.77794
H -3.00979 -3.45234 1.28099
H -1.47950 -2.56513 1.16351
H -2.59820 0.31570 3.21477
H -1.14579 -0.79801 3.05160
H -2.41188 -1.06563 4.25439
H -2.48815 0.25645 0.99378
H -2.62134 -1.20466 0.07996
H -4.94607 0.44213 1.21452
H -4.83109 -0.49439 -0.28426
H -6.24870 -1.54403 1.62354
H -5.02727 -2.60051 0.90464
H -4.57543 -0.81991 3.34786
H -4.29548 -2.58557 3.37065
P 3.66192 3.74682 2.01777
F 2.45812 3.37766 0.94855
F 4.70007 3.53052 0.79207
F 3.46831 5.32347 1.69355
F 4.88799 4.16154 2.97266
F 2.60406 3.96006 3.23605
F 3.62360 2.17881 2.43666
```

HOMO energy in eV: -16.10
Multiplicity: 1
DFT total energy in hartree: -2716.3659
Orbital gap in eV: 9.46
Net charge: +3

Record 4
4 unconnected molecules or ions with the total composition C32H66N2O13P3, computed with wB97M-V/def2-TZVPD.

```
116
Properties=species:S:1:pos:R:3
O -0.86719 2.75148 -4.11518
C -0.45881 1.94596 -4.94077
C 0.59612 2.39779 -5.95258
C 0.31656 3.81121 -6.53433
C -0.73710 3.80232 -7.67894
C -0.32075 4.70799 -8.88223
C -1.59055 5.32199 -9.59260
C -2.72161 4.23672 -9.49127
C -3.18546 4.24199 -8.00997
N -1.98882 4.37915 -7.11806
N -0.95776 0.62098 -4.89018
C -1.30301 0.19635 -6.26301
C -2.35394 0.86152 -6.89226
C -2.66806 0.49638 -8.20773
C -1.91931 -0.50420 -8.81604
C -0.89512 -1.18943 -8.16429
C -0.57551 -0.83057 -6.84633
H 1.56923 2.43532 -5.43417
H 0.73555 1.71718 -6.80501
H 1.26584 4.13963 -6.97824
H -0.01652 4.47560 -5.71949
H -0.85671 2.79569 -8.09453
H 0.36276 5.50614 -8.56082
H 0.16198 4.08255 -9.64908
H -1.38860 5.61382 -10.62696
H -1.96382 6.17886 -9.00244
H -3.54883 4.46828 -10.17392
H -2.32174 3.24999 -9.76904
H -3.80075 3.37352 -7.74866
H -3.80849 5.14284 -7.89285
H -2.19862 3.94404 -6.21204
H -1.88503 5.37809 -6.92284
H -1.83417 0.63332 -4.37124
H -2.88572 1.65381 -6.35532
H -3.46950 1.02304 -8.73187
H -2.13916 -0.77501 -9.85185
H -0.32599 -1.98409 -8.64672
H 0.22236 -1.33026 -6.29431
O 1.66151 0.43130 2.34185
P 0.45895 0.91448 1.59152
O 1.07115 2.24073 0.82634
C 2.32237 2.16713 0.15375
C 2.20558 1.48610 -1.20066
O -0.33997 1.62957 2.84717
C -0.16599 1.12493 4.18018
C 0.82209 1.98006 4.95104
O -0.93284 0.89978 0.73458
C -1.62773 2.11007 0.40240
C -1.55622 2.33992 -1.09250
H 3.06704 1.65932 0.76871
H 2.67099 3.19203 0.01811
H 1.63595 0.55598 -1.13280
H 3.19512 1.26679 -1.60507
H 1.69367 2.13286 -1.91673
H 0.14655 0.08093 4.16023
H -1.14102 1.15412 4.67029
H 1.68763 2.25126 4.34585
H 1.17523 1.45894 5.84352
H 0.35515 2.91503 5.26528
H -1.23962 2.96561 0.94855
H -2.66777 1.97381 0.70521
H -0.54666 2.18814 -1.46550
H -1.87703 3.34949 -1.35202
H -2.19326 1.62632 -1.62045
O -4.14534 -5.32136 3.88608
P -4.14680 -3.87137 3.52004
O -2.53467 -3.59593 3.30503
C -1.74675 -4.50340 2.54382
C -1.94005 -4.31509 1.04789
O -4.39064 -3.24211 5.02809
C -5.12189 -3.99716 6.00205
C -4.17502 -4.68744 6.96557
O -4.60853 -2.44522 2.86873
C -3.88818 -1.23324 3.14493
C -3.19207 -0.75075 1.88993
H -1.95964 -5.53568 2.82511
H -0.70390 -4.31412 2.80374
H -2.99923 -4.25506 0.78636
H -1.48506 -5.13936 0.49657
H -1.46597 -3.39251 0.70829
H -5.78283 -4.71480 5.51777
H -5.75840 -3.29720 6.54674
H -3.32078 -5.12904 6.45230
H -4.68886 -5.47526 7.52022
H -3.77242 -3.97230 7.68510
H -3.18069 -1.36039 3.96010
H -4.62297 -0.49270 3.46542
H -2.67732 -1.56415 1.38259
H -2.47172 0.02941 2.12007
H -3.92152 -0.35401 1.17897
O 6.08544 -0.65896 5.25915
P 5.08008 -1.34049 6.13334
O 5.65485 -2.88471 6.13748
C 7.04016 -3.13462 6.34863
C 7.42520 -3.02693 7.81474
O 3.84527 -1.44820 5.04113
C 3.72215 -0.46050 4.00595
C 4.28879 -0.98890 2.70270
O 4.00933 -1.59652 7.34211
C 3.23990 -2.80707 7.41516
C 3.67961 -3.62282 8.61328
H 7.65369 -2.46270 5.74659
H 7.23810 -4.14691 5.99276
H 7.02180 -2.11825 8.26806
H 8.51035 -3.02679 7.92653
H 7.03808 -3.87504 8.38096
H 4.20773 0.47091 4.29970
H 2.66458 -0.24025 3.88414
H 5.22674 -1.52489 2.85291
H 4.46527 -0.17578 1.99524
H 3.59418 -1.69448 2.24297
H 3.30991 -3.38712 6.49893
H 2.19595 -2.51244 7.53477
H 4.76397 -3.68349 8.67256
H 3.27291 -4.63402 8.56757
H 3.34262 -3.15353 9.53943
```

HOMO energy in eV: -10.67
Multiplicity: 1
DFT total energy in hartree: -3370.4149
Orbital gap in eV: 7.79
Net charge: +1

- The lowest net charge belongs to which entry?
  C32H65INO5

- Among the records above, which one has the highest net charge?
  C32H66BF6N9P

- Which formula does entry 3 have?
  C32H66BF6N9P